107
Properties=species:S:1:pos:R:3:mulliken_charge:R:1 method="wB97M-V/def2-TZVPD" gap_ev=8.71 lumo_ha=-0.01242 energy_ha=-2822.7725
C -1.99 3.33 3.05 -1.562
C -0.90 2.81 2.10 0.857
C -0.92 3.45 0.71 -0.765
C -1.61 2.63 -0.37 -0.804
N -1.31 1.18 -0.31 0.591
C 0.07 0.86 -0.24 -0.775
O 0.78 0.95 -1.50 -0.131
C 1.50 -0.19 -1.65 0.537
O 2.60 -0.30 -2.20 -0.675
O 0.84 -1.21 -1.06 -0.490
C 0.37 -0.64 0.19 1.029
C 1.59 -0.61 1.13 -2.207
N 1.25 -0.28 2.52 -0.271
C -0.87 -1.38 0.67 -0.234
C -0.62 -2.77 1.21 -0.320
C -1.73 -3.27 2.14 -1.258
I -3.76 -3.22 1.36 -0.045
H -2.50 4.18 2.60 0.312
H -2.70 2.53 3.25 0.446
H -1.56 3.62 3.99 0.328
H -1.00 1.73 2.03 -0.388
H 0.07 3.01 2.54 0.184
H 0.10 3.66 0.39 0.130
H -1.44 4.40 0.77 0.684
H -2.68 2.73 -0.25 0.467
H -1.39 3.01 -1.37 0.138
H -1.66 0.77 -1.18 0.150
H 0.59 1.48 0.48 0.241
H 2.04 -1.60 1.13 0.583
H 2.33 0.09 0.75 0.718
H 1.64 0.62 2.77 0.133
H 1.69 -0.94 3.15 0.459
H -1.52 -1.49 -0.19 0.579
H -1.36 -0.80 1.44 0.068
H -0.50 -3.47 0.39 0.092
H 0.26 -2.77 1.85 0.462
H -1.56 -4.30 2.41 0.725
H -1.81 -2.62 3.00 0.163
O -1.19 -0.32 -5.15 -0.578
H -0.85 0.38 -4.59 0.228
H -0.40 -0.80 -5.42 0.314
O -4.58 0.13 1.41 -0.621
H -3.68 0.27 1.08 0.317
H -5.13 0.64 0.81 0.278
O 0.16 5.73 3.32 -0.557
H 0.76 5.81 4.07 0.314
H -0.35 6.54 3.32 0.273
O 0.27 -1.46 5.00 -0.784
H -0.32 -2.23 4.98 0.367
H 0.19 -1.09 4.10 0.409
O -3.67 -1.43 -2.11 -0.511
H -4.21 -2.22 -2.09 0.262
H -3.21 -1.49 -2.96 0.239
O 2.72 -1.53 -4.87 -0.543
H 3.16 -0.86 -4.33 0.287
H 3.39 -2.19 -5.05 0.253
O 4.14 0.63 -6.52 -0.576
H 4.00 1.58 -6.59 0.267
H 3.25 0.28 -6.39 0.327
O 5.16 1.31 -0.88 -0.673
H 4.41 0.73 -1.06 0.303
H 5.93 0.74 -1.00 0.309
O 5.74 4.05 0.38 -0.618
H 4.93 4.26 0.85 0.300
H 5.55 3.21 -0.06 0.342
O -1.58 -3.53 -2.50 -0.542
H -1.00 -2.77 -2.40 0.298
H -1.02 -4.20 -2.89 0.255
O 4.85 -2.25 -7.42 -0.616
H 5.18 -1.37 -7.20 0.322
H 5.09 -2.38 -8.35 0.289
O -2.57 -1.95 5.30 -0.523
H -2.03 -1.71 6.06 0.284
H -3.34 -1.37 5.36 0.251
O -5.32 -3.25 5.15 -0.618
H -5.91 -4.01 5.14 0.292
H -4.79 -3.34 4.35 0.254
O -3.88 -1.80 -5.13 -0.618
H -3.00 -1.60 -5.47 0.324
H -4.47 -1.29 -5.70 0.299
O -2.86 -3.60 -7.20 -0.621
H -2.64 -4.52 -7.38 0.298
H -3.60 -3.63 -6.59 0.336
O 2.08 1.91 -4.50 -0.560
H 2.02 1.47 -3.65 0.246
H 1.31 2.49 -4.52 0.259
O 1.51 -0.19 -8.08 -0.618
H 0.76 -0.77 -8.23 0.302
H 2.28 -0.77 -8.19 0.319
O 0.45 4.17 -3.15 -0.662
H 0.40 3.72 -2.30 0.361
H -0.32 4.74 -3.18 0.309
O -0.40 -3.36 7.11 -0.558
H 0.22 -2.64 7.26 0.285
H 0.16 -4.12 6.92 0.284
O -1.67 -0.48 7.82 -0.583
H -1.01 -0.20 8.46 0.275
H -2.50 -0.44 8.30 0.292
O 2.25 4.56 4.89 -0.619
H 2.69 4.30 4.08 0.301
H 2.86 4.31 5.60 0.294
O 7.44 2.26 -2.48 -0.638
H 7.19 2.22 -3.40 0.313
H 6.60 2.33 -2.00 0.345
O -3.51 -4.44 7.67 -0.669
H -2.56 -4.38 7.57 0.288
H -3.85 -3.93 6.92 0.389